Entry 1:
12
Properties=species:S:1:pos:R:3:forces:R:3 method="wB97M-V/def2-TZVPD" molar_mass_g_mol=129.131 e_above_lowest_kj_mol=91.98 e_homo_ha=-0.4101 lumo_energy_ev=-1.139 e_tot_ev=-21961.164 gap_ev=10.02
C -0.939906 0.638705 -0.299721 -0.6 1.5 0.9
C -1.590328 -0.494858 0.409432 -0.2 -1.5 -0.3
N 3.261793 0.542153 -0.497841 0.4 -1.7 3.0
O 1.425331 -1.017782 0.072299 0.1 -1.3 0.8
F -2.764108 -0.318199 1.087564 -0.5 0.8 -0.9
F -0.757477 -0.839539 1.394198 1.2 -0.6 1.5
S 2.714450 -0.535500 0.514963 0.5 3.0 -4.0
H 0.043639 0.153467 -0.574286 -1.3 1.3 -0.1
H -1.589109 1.001412 -1.153998 1.1 -0.3 0.9
H -0.815250 1.436220 0.560797 0.0 -1.1 -2.1
H -1.670331 -1.393948 -0.228295 -0.5 0.4 0.1
H 2.681294 0.827869 -1.285111 -0.3 -0.4 0.1



Entry 2:
64
Properties=species:S:1:pos:R:3:forces:R:3 method="wB97M-V/def2-TZVPD" molar_mass_g_mol=838.698 e_above_lowest_kj_mol=21.16 e_homo_ha=-0.4015 lumo_energy_ev=-2.904 e_tot_ev=-205227.819 gap_ev=8.02 total_charge=+1
Pt 0.529409 0.240303 1.009331 0.0 0.0 -0.1
C -0.319851 5.252477 -2.084055 0.0 0.0 0.0
C 1.183693 5.021316 -2.019438 0.0 0.0 0.0
S 1.634238 3.301670 -1.646145 0.0 0.0 0.0
C 2.432052 3.409628 -0.031519 0.0 0.0 0.0
C 1.556907 3.723442 1.170218 0.0 0.0 0.0
S 0.346090 2.474568 1.713866 0.0 0.0 0.0
C -1.299607 3.076180 1.223075 0.0 0.0 0.0
C -1.550316 3.459690 -0.227057 0.0 0.0 0.0
S -1.170094 5.224010 -0.488893 0.0 0.0 0.0
H -0.801368 4.549622 -2.765101 0.0 0.0 0.0
H -0.510817 6.252129 -2.478545 0.0 0.0 0.0
H 1.638094 5.670740 -1.270875 0.0 0.0 0.0
H 1.632475 5.266523 -2.983105 0.0 0.0 0.0
H 3.218499 4.165063 -0.082733 0.0 0.0 0.0
H 2.927138 2.447469 0.098433 0.0 0.0 0.0
H 0.987061 4.641316 1.029766 0.0 0.0 0.0
H 2.199421 3.854203 2.042462 0.0 0.0 0.0
H -1.522697 3.906237 1.895173 0.0 0.0 0.0
H -1.941043 2.243585 1.515945 0.0 0.0 0.0
H -2.604885 3.297637 -0.452085 0.0 0.0 0.0
H -0.951391 2.853721 -0.902382 0.0 0.0 0.0
Se 0.497501 -2.170885 0.604141 0.1 0.0 0.0
P -1.183399 -2.236872 1.995843 0.0 -0.1 0.1
Se -0.934448 -0.239786 2.863161 0.0 0.1 0.0
C -2.771669 -2.453077 1.178800 0.0 0.0 0.0
C -3.907990 -2.610889 1.975768 0.0 0.0 0.0
C -5.152176 -2.714927 1.380637 0.0 0.0 0.0
C -5.266059 -2.668126 -0.003972 0.0 0.0 0.0
C -4.137898 -2.517107 -0.794912 0.0 0.0 0.0
C -2.886533 -2.403030 -0.205397 0.0 0.0 0.0
C -1.051862 -3.534188 3.229958 -0.1 -0.1 -0.1
C -1.576073 -4.796322 2.939125 0.0 0.0 0.0
C -1.419380 -5.827125 3.849188 0.0 0.0 0.0
C -0.750923 -5.600562 5.045661 0.0 0.0 0.0
C -0.230007 -4.347896 5.333698 0.0 0.0 0.0
C -0.372239 -3.311741 4.423684 0.0 0.0 0.0
H -3.818343 -2.657085 3.054445 0.0 0.0 0.0
H -6.034387 -2.834952 1.994782 0.0 0.0 0.0
H -6.240552 -2.754005 -0.466189 0.0 0.0 0.0
H -4.230919 -2.491364 -1.872290 0.0 0.0 0.0
H -1.998412 -2.283851 -0.812586 0.0 0.0 0.0
H -2.104860 -4.969356 2.010616 0.0 0.0 0.0
H -1.821038 -6.806827 3.628707 0.0 0.0 0.0
H -0.636173 -6.407469 5.757292 0.0 0.0 0.0
H 0.287322 -4.176416 6.267775 0.0 0.0 0.0
H 0.040284 -2.333727 4.636093 0.0 0.0 0.0
C 0.338524 0.052651 -2.356391 0.0 0.1 0.0
C 1.718478 0.189586 -1.801381 0.0 0.0 0.0
O 1.912837 0.380690 -0.592102 0.0 0.0 0.0
C 2.889996 0.100113 -2.685748 0.0 0.0 0.0
C 4.169990 0.134199 -2.127387 0.0 0.0 0.0
C 5.282512 0.059691 -2.943379 0.0 0.0 0.0
C 5.125896 -0.047265 -4.320361 0.0 0.0 0.0
C 3.857520 -0.084662 -4.882565 0.0 0.0 0.0
C 2.740506 -0.013884 -4.068329 0.0 0.0 0.0
H -0.394773 0.158541 -1.560332 0.0 0.0 0.0
H 0.221484 -0.917121 -2.842379 0.0 0.0 0.0
H 0.178544 0.827451 -3.108185 0.0 0.0 0.0
H 4.277778 0.210765 -1.054234 0.0 0.0 0.0
H 6.273376 0.081851 -2.510739 0.0 0.0 0.0
H 5.998101 -0.104639 -4.958117 0.0 0.0 0.0
H 3.740541 -0.169575 -5.954181 0.0 0.0 0.0
H 1.755914 -0.042338 -4.514553 0.0 0.0 0.0



Entry 3:
95
Properties=species:S:1:pos:R:3:forces:R:3 method="wB97M-V/def2-TZVPD" molar_mass_g_mol=989.393 e_above_lowest_kj_mol=202.79 e_homo_ha="-0.1560 / -0.1564" lumo_energy_ev="1.622 / 1.587" e_tot_ev=-87586.447 gap_ev="5.87 / 5.84" total_charge=-1
W -0.123748 -1.285757 -0.171986 0.0 0.2 2.2
O 2.768729 -3.167398 -5.208161 -0.1 -0.1 -0.1
C 2.139872 -2.669213 -4.112047 0.0 0.1 0.2
C 2.820100 -1.949640 -3.139546 0.0 -0.1 -0.1
C 2.123394 -1.482177 -2.048764 -0.3 0.1 -0.2
N 0.801835 -1.678316 -1.915443 0.8 -0.4 -1.9
C 0.133615 -2.340162 -2.877137 -0.1 0.3 0.0
C 0.765724 -2.859914 -3.979608 0.1 -0.1 -0.1
C -1.363471 -2.298915 -2.663028 -0.2 -0.2 -0.4
O -2.126871 -2.740042 -3.501738 0.1 0.0 0.1
O -1.699500 -1.683832 -1.568798 1.1 0.2 0.7
C 2.688262 -0.630564 -0.960679 0.5 0.5 0.0
O 3.828372 -0.203486 -0.991811 -0.1 -0.3 0.0
O 1.796711 -0.312296 -0.059918 -0.9 -0.4 -0.3
H 3.710483 -2.983788 -5.139403 0.0 0.0 0.0
H 3.884388 -1.760687 -3.200771 0.0 0.1 0.0
H 0.194346 -3.398845 -4.721546 0.0 0.1 0.0
C -1.068270 3.737952 -0.389340 -0.1 0.2 -0.3
N -0.382519 2.488683 -0.711839 0.3 -0.6 0.6
P 1.340324 2.581285 -1.098024 -0.8 0.3 -0.6
C 1.521659 4.418032 -1.241823 0.3 -0.1 0.3
C 1.241472 5.199010 -2.360414 0.0 0.0 0.0
C 1.512038 6.559122 -2.353878 0.0 0.0 0.0
C 2.052473 7.159071 -1.224623 0.0 0.0 0.0
C 2.313512 6.398437 -0.094637 0.0 0.1 0.0
C 2.053367 5.036203 -0.110436 0.0 0.0 0.0
C 1.237905 2.232281 -2.903125 0.3 -0.2 0.0
C 0.187887 1.545926 -3.501414 0.0 0.0 0.0
C 0.208890 1.281482 -4.865226 0.0 -0.1 -0.1
C 1.283110 1.687025 -5.641665 -0.1 -0.1 -0.1
C 2.347082 2.354307 -5.050354 0.0 0.1 0.0
C 2.326081 2.614144 -3.691037 0.0 -0.2 0.0
P -0.802684 1.085043 0.253083 0.0 1.7 -0.7
C -2.613554 1.276158 0.253112 0.0 -0.4 0.0
C -3.385134 1.175679 1.405239 0.0 0.1 -0.2
C -4.769184 1.194027 1.314382 -0.1 0.1 0.0
C -5.388199 1.303952 0.080800 0.0 0.0 0.1
C -4.622820 1.411187 -1.072129 0.0 0.0 0.0
C -3.242706 1.389720 -0.987242 0.0 0.0 0.0
C -0.289843 1.658233 1.919830 0.0 -0.4 0.0
C -0.828458 2.804945 2.503700 0.0 0.0 0.1
C -0.335557 3.269059 3.712942 0.0 0.1 0.0
C 0.698632 2.598784 4.350541 0.0 0.0 0.0
C 1.216491 1.441903 3.790017 0.1 0.0 0.0
C 0.726804 0.971375 2.581185 -0.1 0.1 -0.1
H -1.079206 4.382585 -1.268139 -0.1 0.0 0.0
H -0.601090 4.291331 0.431227 0.0 0.0 -0.1
H -2.099824 3.514598 -0.119291 0.1 0.2 0.0
H 0.816540 4.740599 -3.244018 0.0 0.0 0.0
H 1.308463 7.155616 -3.234939 0.0 0.0 0.0
H 2.279093 8.217979 -1.231194 0.0 0.0 0.0
H 2.734091 6.863625 0.788255 0.0 0.0 0.0
H 2.272668 4.424375 0.758348 0.0 0.0 0.0
H -0.655123 1.213491 -2.909240 0.0 0.0 0.1
H -0.615196 0.745244 -5.319540 0.0 0.0 0.0
H 1.294050 1.472786 -6.703331 0.0 0.0 0.0
H 3.186689 2.685688 -5.649488 0.0 -0.1 0.0
H 3.161959 3.121595 -3.223802 0.0 0.0 0.0
H -2.913383 1.056381 2.370582 0.0 0.0 0.0
H -5.358549 1.106703 2.216730 0.0 -0.1 0.0
H -6.468638 1.293018 0.016457 0.0 0.0 0.0
H -5.102608 1.502579 -2.037782 0.0 0.0 0.0
H -2.640231 1.464820 -1.884363 0.0 0.0 0.0
H -1.641186 3.335258 2.025968 0.0 -0.1 0.1
H -0.759061 4.161508 4.156406 0.0 0.0 0.0
H 1.102225 2.983332 5.278642 0.0 0.0 0.0
H 2.013955 0.907367 4.289965 0.0 0.0 0.0
H 1.132750 0.073879 2.136287 0.1 0.0 0.1
C 2.710493 -2.517545 2.488488 0.0 0.1 -0.1
O 1.449098 -2.271120 1.872708 -0.3 -0.1 0.0
C 1.350995 -2.699051 0.551881 1.4 0.4 -0.2
O 2.316906 -3.168000 -0.034867 -0.1 -0.2 0.3
H 2.552424 -2.396673 3.558170 0.0 0.0 0.0
H 3.461366 -1.813317 2.124889 0.0 0.0 0.0
H 3.035498 -3.534183 2.267884 0.0 0.0 0.0
B -3.662040 -1.953968 2.846957 -0.4 -0.1 0.1
C -2.396307 -1.587163 2.033134 0.5 0.1 -0.1
N -1.459789 -1.289841 1.413320 -0.7 -0.4 0.6
H -4.567504 -1.322877 2.362926 -0.1 0.0 0.0
H -3.480176 -1.658110 4.003379 0.1 0.0 0.1
H -3.864466 -3.135458 2.705121 0.0 -0.1 0.0
N -0.438306 -8.461571 6.409624 0.0 0.1 0.0
C -0.436924 -7.765033 5.493342 0.0 -0.3 0.4
C -0.437780 -6.920140 4.349823 0.0 0.5 -0.7
C -1.504145 -6.044674 4.110898 0.1 -0.3 0.2
C -1.492545 -5.220050 3.009972 0.1 0.1 -0.3
C -0.419431 -5.255998 2.099866 -0.1 -0.4 0.7
C 0.627006 -6.165906 2.323830 0.0 0.3 -0.2
C 0.627794 -6.966337 3.443609 -0.1 -0.2 0.3
C -0.357115 -4.299699 1.069437 0.1 0.4 -0.9
C -0.149028 -3.337884 0.326583 -1.4 -0.8 0.1
H -2.329327 -6.011575 4.809759 0.0 0.0 0.0
H -2.298197 -4.519963 2.834252 0.0 0.0 0.1
H 1.455468 -6.194240 1.628367 0.0 0.0 0.0
H 1.456605 -7.631970 3.645662 0.0 0.0 -0.1